Below is a single C12H13N3S3 molecule at a distorted geometry, with properties calculated with ωB97M-V with the def2-TZVPD basis set.

Structure (XYZ):
```
31
Properties=species:S:1:pos:R:3:forces:R:3:nbo_charge:R:1
C -1.033 -1.353 -1.520 -0.17 -1.08 1.02 -0.4317
C -1.075 2.647 2.496 -0.13 0.15 -0.53 -0.4279
H -1.754 -1.811 -0.801 0.38 0.63 -0.53 0.2421
C -0.414 -2.537 -2.320 1.30 0.99 1.02 -0.4367
C 0.976 -2.201 -2.855 0.52 0.66 1.28 -0.1355
C -3.343 1.593 2.065 -0.52 0.11 -0.24 0.2291
H 2.786 -1.149 -2.598 0.99 0.12 -0.46 0.2232
S -4.234 2.419 3.207 0.10 -0.20 -0.24 -0.2700
S 3.773 0.813 -0.664 0.27 -0.28 0.67 0.2553
C -0.064 -0.462 -0.777 0.49 0.38 0.46 0.0243
H 3.954 -1.153 0.769 -0.03 -0.49 -0.38 0.2185
H 5.429 -0.171 0.828 -0.08 0.14 0.01 0.2299
N -1.989 1.681 1.824 0.26 -0.60 -0.57 -0.3886
C 4.340 -0.150 0.805 -0.44 0.53 0.26 -0.7206
H -4.736 0.294 1.123 0.38 0.25 0.01 0.4285
H -0.343 -3.404 -1.613 -0.07 0.38 -0.92 0.2186
C 2.066 0.493 -0.494 -0.43 -0.07 0.46 -0.3613
C 1.802 -1.305 -2.257 -1.83 -0.82 -0.15 -0.2296
H -1.603 -0.746 -2.194 -0.46 0.49 -0.34 0.2266
C -1.713 0.733 0.810 0.68 0.19 -0.39 0.3377
H -1.655 3.253 3.189 -0.27 -0.26 -0.07 0.2615
S 1.090 1.363 0.672 -0.18 -0.57 -0.67 0.4242
H 1.364 -2.756 -3.692 -0.02 -0.21 -0.20 0.2062
H -1.055 -2.720 -3.159 -0.45 -0.60 -0.22 0.2212
C 1.346 -0.463 -1.153 -1.35 0.35 0.08 -0.1030
C -0.357 0.472 0.219 -0.26 -0.56 -0.41 -0.2471
N -2.802 0.127 0.396 0.87 0.65 0.42 -0.2632
H -0.598 3.344 1.784 -0.45 -0.50 0.02 0.2202
N -3.805 0.696 1.126 0.68 0.49 1.06 -0.3893
H -0.268 2.176 3.054 -0.23 -0.42 -0.05 0.2192
H 3.915 0.277 1.729 0.44 0.15 -0.41 0.2184
```
Forces are in eV/Å.

Gap between HOMO and LUMO ... 7.96 eV
SMILES ... CSc1sc(-c2n[nH]c(=S)n2C)c2c1C=CCC2
Charge ... 0
ΔE to the lowest compared entry with this formula, charge and spin ... 0.000 eV
DFT total energy ... -49630.511 eV
F_max ... 2.01 eV/Å